# C7H24ClN6O9

6 unconnected molecules or ions with the total composition C7H24ClN6O9 in a non-equilibrium geometry (ωB97M-V/def2-TZVPD, OMol25).

Results
DFT total energy = -1746.870988 Ha
E_LUMO = 2.849 eV
E_HOMO = -7.05 eV
gap between HOMO and LUMO = 9.9 eV
F_max = 0.12680 hartree/bohr

```
! RIJCOSX wB97M-V def2-TZVPD def2/J DEFGRID3
* xyz -1 1
Cl 0.064 -0.130 -0.301
O 1.319 -0.378 -0.905
O -0.139 -0.940 0.818
O 0.001 1.283 0.012
O -0.931 -0.488 -1.228
C -3.020 2.468 1.800
C -2.498 3.750 1.146
O -2.390 3.365 -0.209
H -3.574 1.813 1.129
H -3.682 2.742 2.621
H -2.144 1.949 2.189
H -1.636 4.166 1.669
H -3.204 4.580 1.149
H -1.462 3.121 -0.253
C 3.354 -5.281 -0.348
C 2.324 -4.125 -0.380
O 3.008 -3.156 -1.177
H 3.510 -5.696 -1.344
H 2.992 -6.049 0.335
H 4.355 -5.125 0.053
H 2.127 -3.571 0.537
H 1.430 -4.431 -0.923
H 2.440 -2.400 -1.013
C -1.562 -4.267 -0.644
O -1.195 -5.391 -0.843
N -1.798 -3.667 0.489
N -1.822 -3.485 -1.625
H -1.662 -2.672 0.386
H -1.373 -4.051 1.321
H -1.593 -3.747 -2.573
H -2.429 -2.698 -1.444
C 0.819 3.632 -3.160
O 0.879 4.726 -3.652
N 0.570 2.599 -3.916
N 0.930 3.327 -1.941
H 0.672 2.767 -4.906
H 0.226 1.698 -3.615
H 1.195 3.987 -1.224
H 0.933 2.325 -1.812
C 0.732 2.377 3.377
O 0.922 2.964 4.467
N 0.510 1.091 3.251
N 0.736 3.078 2.327
H 0.473 0.359 3.946
H 0.342 0.742 2.319
H 0.194 2.841 1.508
H 1.056 4.000 2.587
*
```


# C20H16B3CrN2O34

A molecular structure, C20H16B3CrN2O34 in a non-equilibrium geometry (ωB97M-V/def2-TZVPD, OMol25).

Results
DFT total energy = -4558.961902 Ha
E_LUMO (spin up / spin down) = 5.451 / 5.449 eV
E_HOMO (spin up / spin down) = -0.50 / -0.50 eV
gap between HOMO and LUMO (spin up / spin down) = 5.9 / 6.0 eV
F_max = 0.13382 hartree/bohr

```
! RIJCOSX wB97M-V def2-TZVPD def2/J DEFGRID3
* xyz -3 5
Cr -0.693 -0.050 -1.918
O 3.876 4.381 3.882
C 2.882 3.926 3.364
O 2.372 4.174 2.158
B 1.077 3.452 1.971
O 0.961 2.767 3.254
C 1.878 3.046 4.108
O 2.045 2.567 5.266
O 1.352 2.500 0.904
C 0.343 2.429 0.138
O 0.033 1.600 -0.740
C -0.553 3.690 0.485
O -0.052 4.277 1.565
O -1.618 4.061 -0.039
O -1.617 -1.772 6.797
C -1.528 -1.232 5.702
O -2.308 -1.525 4.613
B -2.157 -0.462 3.587
O -1.191 0.508 4.131
C -0.798 0.069 5.419
O 0.075 0.660 6.131
O -1.508 -0.945 2.359
C -2.163 -0.446 1.326
O -1.864 -0.366 0.111
C -3.462 0.165 1.911
O -3.417 0.140 3.176
O -4.359 0.678 1.195
O 2.583 -0.085 5.466
C 2.721 -0.506 4.286
O 1.821 -1.235 3.561
B 2.353 -1.509 2.170
O 3.728 -0.911 2.177
C 3.971 -0.391 3.378
O 5.020 0.118 3.745
O 1.452 -0.867 1.178
C 1.018 -1.787 0.275
O 0.179 -1.696 -0.606
C 1.614 -3.195 0.750
O 2.409 -2.961 1.814
O 1.321 -4.261 0.141
N -1.258 0.833 -5.261
O -2.051 1.783 -5.271
O -0.753 0.488 -4.120
O -0.807 0.232 -6.211
N -3.412 2.198 -2.184
O -4.316 2.227 -1.331
O -3.433 3.075 -3.025
O -2.656 1.232 -2.102
O 1.468 0.290 -2.486
C 2.542 -0.068 -2.904
O 3.760 0.356 -2.438
C 3.749 1.090 -1.236
C 5.092 1.860 -1.170
C 2.712 -0.829 -4.189
H 3.639 0.376 -0.419
H 2.949 1.825 -1.150
H 5.940 1.182 -1.081
H 5.221 2.594 -0.374
H 5.245 2.510 -2.031
H 3.646 -0.687 -4.732
H 1.995 -0.413 -4.897
H 2.482 -1.890 -4.095
O -2.270 -1.470 -2.496
C -3.033 -2.021 -3.282
O -3.554 -3.252 -3.054
C -3.206 -4.058 -1.870
C -4.234 -3.689 -0.821
C -3.531 -1.411 -4.636
H -2.219 -3.736 -1.539
H -3.214 -5.094 -2.210
H -5.247 -3.719 -1.223
H -4.070 -2.633 -0.607
H -4.145 -4.254 0.107
H -2.643 -1.492 -5.263
H -3.916 -0.408 -4.450
H -4.266 -2.034 -5.144
*
```